[1]
DFT (ωB97M-V with the def2-TZVPD basis set) results for a molecular structure, C10H13Cl2O2PtS.

Positions of all 29 atoms, in Å:
Pt: -0.225 -0.483 -0.657
Cl: -0.533 -1.857 1.125
Cl: 4.640 -0.375 1.200
S: 1.957 -0.888 -0.405
O: -2.289 0.078 -1.500
O: 0.155 0.958 -2.069
C: 0.603 2.203 -1.454
C: 2.059 -1.106 1.324
C: 3.279 -1.132 3.412
C: 0.967 -1.797 3.401
C: -3.565 -0.458 -1.130
C: -2.290 1.239 -2.314
C: -0.933 1.181 -2.995
C: 3.234 -0.903 2.044
C: 0.970 -1.553 2.049
C: 2.155 -1.575 4.086
H: -0.697 2.063 -3.588
H: -2.519 2.135 -1.734
H: -4.148 0.281 -0.578
H: -0.197 2.647 -0.863
H: 0.077 -2.141 3.910
H: 1.451 1.953 -0.827
H: -3.382 -1.324 -0.503
H: 4.204 -0.957 3.943
H: 0.911 2.876 -2.252
H: -3.036 1.134 -3.108
H: -0.935 0.305 -3.642
H: -4.109 -0.761 -2.026
H: 2.198 -1.744 5.153

Calculated total energy, eV: -53795.178
Kohn-Sham gap, eV: 7.360
Energy above the lowest of the compared OMol25 structures with the same formula, charge and spin, kcal per mole: 1.7
HOMO, Eh: -0.418
Charge: +1
LUMO energy, eV: -4.0

---

[2]
DFT (ωB97M-V with the def2-TZVPD basis set) results for a molecular structure, C10H13Cl6Ge2HfO5S2Se.

Positions of all 40 atoms, in Å:
Hf: 1.686 0.281 -1.057
Se: 1.546 2.893 -1.345
Ge: 5.106 -1.112 -1.001
Ge: 0.243 -2.793 0.502
Cl: 1.197 -3.779 2.089
Cl: 3.263 -0.516 0.704
Cl: -1.452 -3.843 -0.193
Cl: 1.622 -2.691 -1.174
Cl: 6.070 0.789 -0.902
Cl: 3.438 -0.406 -2.715
S: -0.258 -0.651 0.876
S: -0.869 0.147 -3.234
O: 0.609 1.973 -0.259
O: 1.425 4.466 -1.363
O: 1.183 1.945 -2.667
O: 2.944 2.076 -0.936
O: -0.061 -0.393 -2.007
C: 0.723 0.113 5.247
C: -3.313 0.945 -2.379
C: -0.447 -1.160 3.577
C: 1.043 0.634 2.920
C: 1.312 0.886 4.257
C: -3.203 -0.565 -2.181
C: 0.174 -0.399 2.595
C: -2.235 -1.025 -3.263
C: -1.887 1.478 -2.526
C: -0.156 -0.906 4.907
H: -2.670 -0.948 -4.262
H: 1.983 1.692 4.522
H: -1.807 -2.019 -3.136
H: 0.943 0.311 6.287
H: -1.781 2.356 -3.159
H: -1.406 1.678 -1.567
H: -0.627 -1.500 5.679
H: -1.152 -1.939 3.313
H: -3.812 1.439 -1.546
H: 1.482 1.253 2.151
H: -4.164 -1.066 -2.280
H: -2.800 -0.801 -1.193
H: -3.890 1.158 -3.280

Calculated total energy, eV: -297310.658
Kohn-Sham gap, eV: 8.798
Energy above the lowest of the compared OMol25 structures with the same formula, charge and spin, kcal per mole: 0.0
HOMO, Eh: -0.455
Charge: +1
LUMO energy, eV: -3.6

---

[3]
DFT (ωB97M-V with the def2-TZVPD basis set) results for a molecular structure, C10H13ClF5IrN3O4Se.

Positions of all 38 atoms, in Å:
Ir: -0.062 0.169 0.503
Se: -0.279 1.331 -1.847
Cl: 2.929 0.245 0.393
F: 1.946 -3.257 -2.963
F: 0.027 -1.749 -1.838
F: 2.006 2.124 -3.654
F: 3.895 -2.088 -4.461
F: 3.923 0.593 -4.807
O: 1.997 1.352 0.106
O: 2.026 -0.873 0.728
O: 3.729 0.572 1.499
O: 3.650 -0.073 -0.775
N: -1.107 -1.772 1.172
N: -2.376 0.753 0.896
N: -0.034 1.609 2.313
C: -3.174 -0.474 1.059
C: 1.993 0.810 -3.484
C: 1.004 -1.149 -2.560
C: -2.452 1.737 1.994
C: 2.974 0.033 -4.073
C: -1.326 1.577 3.014
C: -2.408 -1.548 1.824
C: 2.965 -1.343 -3.897
C: 1.970 -1.941 -3.137
C: 0.997 0.239 -2.694
H: -2.232 -1.229 2.851
H: -1.210 -2.340 0.334
H: -1.415 2.384 3.744
H: -3.418 1.680 2.502
H: -1.399 0.630 3.546
H: -3.399 -0.852 0.061
H: 0.737 1.376 2.932
H: -2.693 1.210 0.048
H: -2.359 2.728 1.547
H: -3.005 -2.460 1.849
H: -0.460 -2.269 1.778
H: 0.160 2.531 1.928
H: -4.118 -0.264 1.569

Calculated total energy, eV: -117519.587
Kohn-Sham gap (alpha / beta), eV: 8.729 / 6.327
Energy above the lowest of the compared OMol25 structures with the same formula, charge and spin, kcal per mole: 4.5
HOMO (alpha / beta), Eh: -0.427 / -0.461
Charge: +1
LUMO energy (alpha / beta), eV: -2.9 / -6.2
Multiplicity: 5
<S²>: 6.02

---

[4]
DFT (ωB97M-V with the def2-TZVPD basis set) results for a single C10H13ClN2 molecule at a distorted geometry.

Positions of all 26 atoms, in Å:
Cl: 4.324 -3.066 -1.592
N: -2.419 1.726 1.093
N: -0.299 0.348 -0.026
C: -0.131 1.164 1.277
C: 2.942 -1.034 -0.270
C: -1.627 0.365 -0.643
C: 0.444 -1.696 -1.116
C: -2.207 1.669 -0.251
C: 1.592 -2.594 -1.386
C: 2.915 -2.229 -0.993
C: -1.407 1.174 1.857
C: 0.646 -0.503 -0.438
C: 1.927 -0.144 -0.031
H: 2.241 0.977 0.361
H: -1.343 2.415 -0.467
H: 0.456 0.683 2.006
H: -1.494 0.327 -1.752
H: -2.345 -0.333 -0.234
H: -3.033 1.923 -1.155
H: 3.933 -0.967 0.261
H: -0.411 -1.989 -1.731
H: 1.254 -3.450 -2.039
H: -1.489 1.689 2.848
H: -1.552 -0.039 2.047
H: 0.309 2.174 1.027
H: -3.226 1.408 1.348

Calculated total energy, eV: -26079.560
Kohn-Sham gap, eV: 8.365
SMILES string: Clc1ccc(N2CCNCC2)cc1
Energy above the lowest of the compared OMol25 structures with the same formula, charge and spin, kcal per mole: 91.2
HOMO, Eh: -0.280
LUMO energy, eV: 0.7

---

[5]
DFT (ωB97M-V with the def2-TZVPD basis set) results for a gas-phase ion, C10H13ClN3 (charge +1) at a distorted geometry.

Positions of all 27 atoms, in Å:
Cl: -5.548 -0.966 -0.668
N: 3.092 -0.464 -0.386
N: -0.169 -1.556 1.099
N: 3.552 -1.658 0.085
C: -1.801 0.163 0.222
C: -4.107 -0.185 -0.152
C: -3.192 2.008 0.575
C: 1.956 0.169 -0.481
C: -1.919 1.485 0.422
C: 0.596 0.235 -0.271
C: -4.187 1.180 0.142
C: -0.403 -0.416 0.422
C: 4.324 0.122 -1.006
C: -2.841 -0.730 -0.215
H: -3.554 2.954 0.964
H: 0.862 -1.754 1.268
H: 5.000 0.392 -0.226
H: 4.186 -1.323 0.784
H: 4.680 -0.612 -1.692
H: -5.160 1.546 0.214
H: 2.708 -2.285 0.258
H: -2.748 -1.706 -0.468
H: 0.268 1.147 -0.849
H: -1.025 2.066 0.688
H: 4.062 1.049 -1.530
H: -0.799 -1.941 1.900
H: 2.168 1.079 -1.098

Calculated total energy, eV: -27563.964
Kohn-Sham gap, eV: 8.134
SMILES string: C/[N+](N)=C/C=C(\N)c1cccc(Cl)c1
Energy above the lowest of the compared OMol25 structures with the same formula, charge and spin, kcal per mole: 69.3
HOMO, Eh: -0.447
Charge: +1
LUMO energy, eV: -4.0

---

[6]
DFT (ωB97M-V with the def2-TZVPD basis set) results for a molecular structure, C10H13ErN2O5S at a distorted geometry.

Positions of all 32 atoms, in Å:
Er: 0.228 0.200 0.289
S: 1.161 2.600 1.254
O: -2.800 0.789 -1.472
O: -1.940 -2.229 -1.411
O: 2.764 -1.354 -1.692
O: -0.403 -2.000 5.865
O: 0.474 1.253 -3.127
N: 0.569 4.157 -0.814
N: 2.750 3.341 -0.670
C: -0.835 4.012 -0.408
C: -1.718 0.406 -1.051
C: 3.011 3.638 -2.113
C: -0.418 -1.928 4.770
C: -1.695 -1.139 -1.044
C: 1.962 -0.889 -0.992
C: 1.498 3.406 -0.154
C: 0.887 5.457 -1.428
C: 0.394 0.906 -2.006
C: 3.792 2.568 -0.024
H: 0.994 5.344 -2.511
H: 1.788 5.894 -1.000
H: 2.227 3.191 -2.789
H: -0.971 4.087 0.704
H: 0.045 6.142 -1.256
H: -1.251 3.023 -0.731
H: 3.080 4.744 -2.303
H: 4.004 3.194 -2.386
H: 3.657 1.488 -0.172
H: -1.432 4.806 -0.901
H: 0.087 -1.338 1.401
H: 4.764 2.858 -0.440
H: 3.777 2.778 1.044

Calculated total energy, eV: -62231.863
Kohn-Sham gap (alpha / beta), eV: 5.476 / 5.507
HOMO (alpha / beta), Eh: -0.592 / -0.592
Charge: +2
LUMO energy (alpha / beta), eV: -10.6 / -10.6
Multiplicity: 4
<S²>: 3.75

---

[7]
DFT (ωB97M-V with the def2-TZVPD basis set) results for a molecular structure, C10H13FNO at a distorted geometry.

Positions of all 26 atoms, in Å:
F: 3.151 -0.401 1.238
O: -0.189 -2.109 -0.348
N: -1.498 -1.869 0.132
C: 2.711 1.115 -0.541
C: -1.940 -0.643 0.033
C: 1.335 1.630 -0.136
C: 0.279 0.623 -0.195
C: 3.119 -0.298 -0.071
C: 2.033 -1.294 -0.543
C: -0.961 0.483 -0.341
C: 0.691 -1.241 0.149
C: -3.865 0.936 0.436
C: -3.336 -0.487 0.439
H: 1.230 1.984 0.891
H: -3.369 -1.053 1.378
H: -3.422 1.557 -0.411
H: 4.142 -0.710 -0.363
H: 2.560 -2.164 -0.179
H: -4.889 0.845 0.318
H: 0.663 -1.271 1.268
H: 3.567 1.860 -0.241
H: 1.178 2.553 -0.773
H: -4.079 -0.913 -0.192
H: 1.842 -1.443 -1.664
H: 2.691 1.009 -1.697
H: -3.645 1.302 1.410

Calculated total energy, eV: -16820.214
Kohn-Sham gap (alpha / beta), eV: 7.910 / 6.389
Energy above the lowest of the compared OMol25 structures with the same formula, charge and spin, kcal per mole: 6.6
HOMO (alpha / beta), Eh: -0.459 / -0.545
Charge: +1
LUMO energy (alpha / beta), eV: -4.6 / -8.4
Multiplicity: 3
<S²>: 2.03

---

[8]
DFT (ωB97M-V with the def2-TZVPD basis set) results for a molecular structure, C10H13FeNO5 at a distorted geometry.

Positions of all 30 atoms, in Å:
Fe: 0.171 2.193 -0.323
O: 0.350 2.230 2.560
O: 3.066 1.534 -0.270
O: -2.736 1.933 -0.630
O: 0.026 -0.695 0.290
O: 0.212 4.976 -0.999
N: 0.198 -2.022 2.095
C: -0.357 -2.783 3.212
C: -0.485 -1.105 1.351
C: 0.197 1.308 -5.396
C: -1.800 -0.584 1.869
C: 1.967 1.907 -0.293
C: 1.531 -2.331 1.622
C: 0.235 2.355 1.405
C: -1.602 2.103 -0.468
C: 0.238 3.813 -0.917
C: 0.200 0.005 -5.087
H: -2.508 -0.543 1.034
H: 1.140 -0.555 -4.960
H: -0.736 -0.554 -4.935
H: -1.645 0.445 2.212
H: -2.187 -1.199 2.688
H: 2.192 -1.451 1.720
H: 0.378 -3.544 3.498
H: -0.573 -2.143 4.082
H: -0.743 1.871 -5.511
H: 1.507 -2.596 0.554
H: 1.134 1.869 -5.537
H: -1.295 -3.279 2.916
H: 1.924 -3.160 2.214

Calculated total energy, eV: -56671.986
Kohn-Sham gap (alpha / beta), eV: 4.985 / 2.723
HOMO (alpha / beta), Eh: -0.477 / -0.555
Charge: +2
LUMO energy (alpha / beta), eV: -8.0 / -12.4
Multiplicity: 5
<S²>: 6.04